Molecular formula: C6H14NO
Method: DFT, ωB97M-V with the def2-TZVPD basis set

Properties
Multiplicity: 1
HOMO-LUMO gap in eV: 4.8543
SMILES string: CC(C)[C@@H](C)CO[NH-]
Charge: -1
ΔE to the lowest compared entry with this formula, charge and spin in kcal/mol: 70.3
Total energy in a.u.: -366.889571

```
22
Properties=species:S:1:pos:R:3:forces:R:3:nbo_charge:R:1
C 1.551332 1.398747 0.650680 -1.00 -0.43 -0.41 -0.607
C 1.058951 0.222969 -0.273345 0.61 0.37 1.62 -0.202
C 1.854865 -1.054993 0.144694 0.72 0.84 -0.19 -0.619
C -0.488690 0.134080 -0.087001 0.14 -0.14 -2.51 -0.259
C -1.117662 0.925040 -1.291439 0.70 0.58 0.64 -0.599
C -1.085017 -1.289644 -0.150026 -1.37 0.38 1.08 -0.078
O -2.500929 -1.184506 0.101090 0.93 0.00 -1.11 -0.510
N -2.691824 -1.033193 1.518701 -0.26 -0.32 1.51 -0.860
H 1.256218 1.147032 1.684766 0.38 0.13 -0.28 0.205
H 0.965250 2.293677 0.372518 0.49 -0.09 0.16 0.198
H 2.633303 1.577157 0.572543 -0.30 0.05 0.04 0.186
H 1.360428 0.524843 -1.292864 -0.40 -0.41 0.17 0.179
H 2.760173 -0.709700 0.686232 -0.29 -0.28 -0.23 0.185
H 1.322190 -1.715327 0.835460 0.00 0.09 -0.42 0.226
H 2.236647 -1.571646 -0.750641 -0.40 -0.25 0.41 0.197
H -0.792145 0.679222 0.814638 0.02 -0.70 0.08 0.222
H -0.953153 0.411582 -2.252317 -0.20 -0.02 0.34 0.185
H -2.179474 1.147127 -1.131330 0.25 -0.26 -0.12 0.223
H -0.561815 1.886347 -1.356318 -0.42 -0.25 -0.10 0.171
H -0.965158 -1.780541 -1.140486 0.15 0.44 0.25 0.144
H -0.714125 -1.959975 0.645809 0.13 0.27 -0.29 0.177
H -2.949365 -0.048299 1.698635 0.12 0.01 -0.63 0.236
```
Positions in Å, forces in eV/Å.

Molecular formula: C6H14NO
Method: DFT, ωB97M-V with the def2-TZVPD basis set

Properties
Multiplicity: 1
HOMO-LUMO gap in eV: 6.1288
SMILES string: CC[C@@H](C)[C@@H](N)C[O-]
Charge: -1
ΔE to the lowest compared entry with this formula, charge and spin in kcal/mol: 27.7
Total energy in a.u.: -366.957559

```
22
Properties=species:S:1:pos:R:3:forces:R:3:nbo_charge:R:1
C -0.522377 2.202104 1.039081 0.50 -1.27 -1.81 -0.008
O -1.007913 3.014565 0.122050 -0.77 1.05 -0.30 -0.960
C 0.417976 1.054671 0.208629 -1.20 -0.34 3.51 -0.062
C -0.306142 -0.314118 -0.114657 0.40 0.90 0.50 -0.245
C -1.096828 -0.884782 1.108681 0.79 2.77 -0.25 -0.636
C 0.769327 -1.290846 -0.545621 0.83 0.77 -1.38 -0.410
C 0.238154 -2.461331 -1.373152 -0.05 1.02 -0.04 -0.615
N 1.052203 1.760629 -0.887969 0.95 -1.52 0.39 -0.877
H -1.335753 1.719910 1.645029 0.61 -0.04 0.20 0.080
H 0.237556 2.650297 1.727859 -0.02 0.08 0.35 0.051
H 1.179637 0.781881 0.989756 -0.01 0.13 -0.73 0.128
H -1.007422 0.084134 -0.871300 0.10 -1.14 -0.35 0.209
H -0.380775 -0.919280 1.946118 -0.34 -0.32 -0.08 0.191
H -1.706301 -1.766271 1.039994 0.07 -0.59 -0.47 0.191
H -1.738561 -0.017336 1.290643 -0.38 -0.57 0.62 0.230
H 1.517638 -0.674883 -1.110007 -0.66 -0.64 -0.18 0.222
H 1.411938 -1.623038 0.278735 -0.61 -0.12 0.45 0.181
H 1.097761 -3.020737 -1.770849 -0.64 -0.55 0.31 0.195
H -0.557971 -2.981167 -0.802890 0.83 -0.38 -0.34 0.196
H -0.278636 -2.002723 -2.222896 0.05 -0.21 -0.13 0.199
H 1.659470 2.364099 -0.338865 -0.02 0.51 -0.78 0.350
H 0.357014 2.324225 -1.358363 -0.40 0.47 0.51 0.390
```
Positions in Å, forces in eV/Å.

Molecular formula: C6H14NO
Method: DFT, ωB97M-V with the def2-TZVPD basis set

Properties
Multiplicity: 1
HOMO-LUMO gap in eV: 9.1680
Charge: +1
ΔE to the lowest compared entry with this formula, charge and spin in kcal/mol: 31.7
Total energy in a.u.: -366.716682

```
22
Properties=species:S:1:pos:R:3:forces:R:3:nbo_charge:R:1
C -2.452542 -0.853528 0.591741 -0.12 -0.30 -0.43 -0.629
C -1.153822 -1.394421 1.169934 0.93 0.82 0.15 -0.387
C 0.148111 -0.510167 0.949867 0.26 -0.89 -0.18 -0.459
C 0.077942 0.725353 0.115830 -0.42 0.60 0.21 0.126
C -0.625046 1.807098 0.427584 0.58 0.24 -0.27 -0.326
C 0.629260 1.359423 -2.164037 -0.15 0.45 -0.69 0.116
N 0.852409 0.702509 -1.108173 0.20 -0.70 0.20 -0.416
H -3.007850 -1.614356 0.039002 0.01 -0.12 0.33 0.233
H -3.100857 -0.445480 1.354664 -0.17 0.12 0.13 0.225
H -2.281684 -0.081119 -0.151541 0.04 0.20 -0.01 0.198
H -1.191049 -1.505108 2.252723 -0.39 -0.25 -0.09 0.224
H -0.879315 -2.355487 0.751602 -0.34 -0.21 -0.01 0.215
H 0.621172 -0.259414 1.897466 -0.27 0.17 0.16 0.245
H 0.861783 -1.202595 0.506704 0.19 0.16 -0.19 0.219
H -0.582429 2.742135 -0.118659 -0.03 -0.12 -0.13 0.213
H -1.210623 1.827954 1.323137 -0.22 -0.12 0.31 0.239
H 1.183918 1.209653 -3.083236 0.40 -0.17 0.31 0.230
H -0.142490 2.107660 -2.207247 -0.42 -0.01 0.19 0.216
H 1.649355 0.027441 -1.097335 -0.22 0.13 0.07 0.477
H 3.509770 -1.529973 -0.297058 -0.42 0.41 -0.29 0.511
H 3.927469 -0.081051 -0.526661 -0.28 -0.10 -0.09 0.502
O 3.166520 -0.676527 -0.626308 0.83 -0.31 0.31 -0.972
```
Positions in Å, forces in eV/Å.

Molecular formula: C6H14NO3S
Method: DFT, ωB97M-V with the def2-TZVPD basis set

Properties
Expectation value of S²: 2.012
Multiplicity: 3
HOMO-LUMO gap (spin up / spin down) in eV: 9.3596 / 7.5239
Charge: +1
ΔE to the lowest compared entry with this formula, charge and spin in kcal/mol: 0.0
Total energy in a.u.: -915.177479

```
25
Properties=species:S:1:pos:R:3:forces:R:3:nbo_charge:R:1
C -1.103707 -3.137455 1.625894 0.13 0.18 -0.06 -0.600
C 0.727414 2.681880 -2.430172 -0.01 -0.15 0.15 -0.600
C -0.842747 -1.665533 1.934880 -0.20 0.07 0.28 -0.420
C 0.116060 1.742630 -1.392275 -0.20 0.03 -0.18 -0.422
C 0.006394 -1.030477 0.845545 0.31 0.45 0.21 -0.600
C 1.007507 1.654241 -0.163202 -0.31 -0.60 0.22 -0.602
N 0.996717 1.613222 3.715285 -3.66 1.22 -3.01 0.335
O 1.829112 1.345589 4.424031 3.51 -0.74 3.75 -0.069
O -1.105493 1.338775 1.461391 -0.65 0.23 -0.03 -0.843
O 1.149948 0.795418 2.364130 0.84 -1.18 -1.04 -0.607
S 0.145559 0.750872 1.153786 -0.09 0.51 -0.21 2.087
H -0.171410 -3.691960 1.562435 0.07 -0.12 -0.02 0.216
H -1.707405 -3.573684 2.415487 -0.04 -0.04 0.05 0.244
H -1.639754 -3.247035 0.687350 -0.07 -0.06 -0.11 0.216
H 1.707289 2.331248 -2.740739 0.13 0.00 -0.08 0.216
H 0.087253 2.725763 -3.305700 -0.03 0.01 -0.07 0.242
H 0.826888 3.686734 -2.031313 0.03 0.15 0.03 0.219
H -1.789495 -1.127659 2.002774 0.02 -0.01 0.06 0.238
H -0.330774 -1.578175 2.894208 -0.03 0.06 0.02 0.225
H -0.862896 2.118253 -1.091839 -0.04 -0.06 -0.03 0.237
H -0.014210 0.754421 -1.835335 -0.07 -0.05 0.03 0.215
H -0.465014 -1.128752 -0.130788 0.04 0.20 -0.21 0.270
H 1.019958 -1.422567 0.820296 0.17 -0.04 -0.12 0.264
H 1.211253 2.643381 0.244646 -0.01 -0.01 0.32 0.277
H 1.941457 1.130534 -0.350118 0.17 -0.06 0.05 0.260
```
Positions in Å, forces in eV/Å.

Molecular formula: C6H14NOP
Method: DFT, ωB97M-V with the def2-TZVPD basis set

Properties
Multiplicity: 1
HOMO-LUMO gap in eV: 9.7223
SMILES string: CC[C@](C)(NP)C(C)=O
ΔE to the lowest compared entry with this formula, charge and spin in kcal/mol: 36.1
Total energy in a.u.: -708.282500

```
23
Properties=species:S:1:pos:R:3:forces:R:3:nbo_charge:R:1
C -0.637167 -1.066783 0.296597 1.02 -0.71 1.29 0.599
C -0.438849 -1.883324 -0.900446 1.73 -0.52 -1.54 -0.756
C -2.098736 1.165934 -0.550463 0.91 -1.34 -0.74 -0.624
C 0.423407 0.542554 1.825000 -2.32 0.57 1.78 -0.612
C -0.593351 1.374489 -0.260675 -0.53 -0.36 -1.40 -0.385
C 0.214343 0.150061 0.416066 1.55 4.13 -1.55 -0.008
N 1.569755 0.245938 -0.309693 -0.95 -2.35 0.70 -0.928
O -1.460325 -1.224711 1.159105 -0.75 -0.63 -0.01 -0.539
P 2.394299 -1.310873 -0.314829 0.36 0.96 -1.37 0.445
H 0.167271 -1.149796 -1.485151 -1.01 -0.83 -0.84 0.235
H -1.386013 -2.175641 -1.282111 -0.90 0.13 -0.76 0.247
H 0.188013 -2.823597 -0.956848 -0.71 1.09 1.04 0.275
H -2.328506 0.546577 -1.479846 0.39 0.88 1.14 0.203
H -2.534202 0.674960 0.289030 -0.56 -0.50 0.58 0.220
H -2.558464 2.115595 -0.591228 -0.62 1.05 -0.52 0.214
H 0.867537 1.519658 1.914030 0.44 0.38 -0.25 0.202
H 1.052114 -0.161136 2.364253 -0.35 -0.23 0.34 0.214
H -0.648258 0.708908 2.249789 2.02 -0.74 -0.04 0.236
H -0.535176 2.284778 0.331236 0.30 -0.19 0.50 0.205
H -0.112248 1.653108 -1.224120 -0.05 -0.48 0.62 0.219
H 2.128840 1.017500 0.030619 -0.30 0.04 0.07 0.392
H 2.648404 -1.176528 -1.796271 0.58 -0.56 1.62 -0.022
H 3.677307 -1.027664 0.275954 -0.27 0.21 -0.65 -0.035
```
Positions in Å, forces in eV/Å.

Molecular formula: C6H14NOSi
Method: DFT, ωB97M-V with the def2-TZVPD basis set

Properties
Multiplicity: 1
HOMO-LUMO gap (spin up / spin down) in eV: 8.9836 / 8.9842
Charge: +1
ΔE to the lowest compared entry with this formula, charge and spin in kcal/mol: 36.2
Total energy in a.u.: -656.207852

```
23
Properties=species:S:1:pos:R:3:forces:R:3:nbo_charge:R:1
C -1.125821 0.797492 -0.068973 -1.21 -3.06 1.43 0.674
C 0.481232 -1.543956 0.705401 -1.35 4.01 2.98 -0.477
C -2.139901 1.891757 -0.224875 1.51 0.87 0.67 -0.701
C -2.577240 -1.170211 0.323970 -1.55 -0.67 -1.93 -0.436
C 1.963353 -0.252622 -1.753952 -2.46 0.57 0.73 -1.121
C 2.703927 0.559208 1.397272 -3.23 -0.42 -0.29 -1.102
N -1.431188 -0.428463 0.294135 5.41 1.48 0.93 -0.357
O 0.120144 1.051851 -0.241948 1.76 0.84 0.58 -0.753
Si 1.534282 -0.054974 0.052710 -1.84 -0.01 -1.17 1.777
H 0.390119 -1.695741 1.852275 -0.10 0.73 -1.87 0.237
H 0.401625 -2.480976 0.311811 -0.61 -2.27 -1.83 0.203
H -3.206509 1.687517 -0.016977 0.79 -0.28 -0.68 0.262
H -1.817672 2.302822 -1.198626 -1.05 0.31 0.31 0.269
H -1.811273 2.623626 0.569461 -0.34 -0.42 -0.90 0.269
H -2.372789 -1.822894 -0.512449 -0.82 -1.26 0.12 0.222
H -3.454790 -0.627848 0.018039 -0.44 0.64 -0.06 0.223
H -2.803340 -1.642075 1.237187 0.08 -0.77 1.09 0.226
H 2.529236 -1.067243 -1.970020 1.92 -2.64 -0.34 0.253
H 1.126756 -0.321749 -2.486161 0.13 0.24 0.96 0.269
H 2.541267 0.561402 -2.037296 1.11 1.80 -0.59 0.260
H 3.705683 0.372021 1.344863 2.70 -0.87 -0.75 0.273
H 2.626606 1.626403 1.490379 -0.42 0.53 0.39 0.277
H 2.340403 -0.003410 2.266758 0.03 0.65 0.22 0.254
```
Positions in Å, forces in eV/Å.

Molecular formula: C6H14NS
Method: DFT, ωB97M-V with the def2-TZVPD basis set

Properties
Multiplicity: 1
HOMO-LUMO gap in eV: 6.2585
Charge: -1
ΔE to the lowest compared entry with this formula, charge and spin in kcal/mol: 96.5
Total energy in a.u.: -689.821614

```
22
Properties=species:S:1:pos:R:3:forces:R:3:nbo_charge:R:1
C -1.178951 -0.059193 1.737581 -0.08 -0.05 -1.05 -0.387
C 0.134667 0.294427 2.454414 -0.71 -0.74 0.11 -0.523
S 0.823369 -1.227433 3.203313 0.18 0.10 -0.15 -0.705
C -1.013626 -1.092502 0.547258 -0.78 0.94 3.20 -0.447
N -1.148830 -0.156119 -0.990533 0.77 -0.52 0.44 -0.389
C 0.557149 2.228203 -2.044082 0.58 0.39 -0.28 -0.854
C 0.033808 -0.626350 -0.519323 0.12 1.11 -2.73 -0.057
C 0.853439 -1.559802 -1.392650 -0.05 -1.62 0.52 -0.639
H -1.704155 0.800949 1.308583 0.25 0.21 0.04 0.193
H -1.886397 -0.509691 2.435215 0.20 -0.16 0.23 0.198
H 0.814048 0.741026 1.735005 0.25 0.16 -0.02 0.167
H -0.056814 1.045527 3.224401 -0.08 0.02 -0.01 0.184
H -2.012164 -1.444789 0.305207 0.14 -0.27 -0.60 0.281
H -0.504026 -1.926636 1.079044 0.33 -0.23 -0.69 0.331
H 1.003924 1.436334 -2.645989 0.52 0.42 -0.17 0.207
H 1.064327 3.197641 -2.037973 0.48 -0.29 -0.56 0.197
H -0.403926 2.417325 -2.512213 -0.51 -0.27 0.82 0.217
H 0.644490 1.890115 -1.018869 -1.02 -0.04 0.11 0.231
H 0.759653 0.020775 -0.028072 -0.29 0.34 0.70 0.175
H 1.349534 -1.102966 -2.246720 -0.29 0.61 0.03 0.204
H 1.662902 -2.013787 -0.809774 -0.12 -0.10 0.06 0.212
H 0.207578 -2.353053 -1.783822 0.11 0.00 -0.01 0.203
```
Positions in Å, forces in eV/Å.

Molecular formula: C6H14O
Method: DFT, ωB97M-V with the def2-TZVPD basis set

Properties
Expectation value of S²: 0.750
Multiplicity: 2
HOMO-LUMO gap (spin up / spin down) in eV: 2.0221 / 9.4939
Charge: -1
ΔE to the lowest compared entry with this formula, charge and spin in kcal/mol: 10.1
Total energy in a.u.: -312.166473

```
21
Properties=species:S:1:pos:R:3:forces:R:3:nbo_charge:R:1
C -0.198776 2.827831 -1.752894 -0.96 0.14 0.75 -0.627
C -1.180315 1.973127 -0.952014 -0.25 0.23 -0.74 -0.440
C -0.613406 0.789366 -0.232786 0.69 0.79 0.65 -0.007
C 0.695585 0.534958 -0.202899 -0.14 -0.81 0.24 -0.655
C -1.598503 0.168921 0.715501 -0.48 -0.25 -0.43 -0.457
C -1.375829 -1.296050 1.030921 1.03 -0.33 -0.09 -0.708
H 0.535493 3.242887 -1.082815 0.56 0.04 0.13 0.206
H 0.267153 2.223704 -2.508551 0.34 -0.03 -0.49 0.204
H -0.745546 3.675070 -2.174177 0.12 -0.12 -0.32 0.195
H -1.986624 1.672749 -1.614820 -0.24 -0.36 -0.30 0.193
H -1.724502 2.601517 -0.233719 0.29 -0.04 0.25 0.196
H 1.379287 0.879832 -0.960971 0.12 0.51 0.16 0.193
H 1.123378 -0.121735 0.566514 -0.20 -0.04 -0.62 0.191
H -1.640420 0.764704 1.607558 0.15 0.39 0.68 0.207
H -2.584281 0.307878 0.279977 -0.32 0.00 -0.15 0.190
H -1.468748 -1.540336 2.088182 -0.10 -0.01 -0.02 0.203
H -1.990406 -1.968383 0.447992 -0.45 -0.05 -0.08 0.199
H -0.358357 -1.551134 0.715926 -0.11 -0.13 0.37 0.220
H 5.051118 -4.674713 1.804522 0.00 0.19 0.02 0.389
H 4.023749 -5.146046 0.793556 -0.12 0.12 0.01 0.341
O 4.389951 -5.364154 1.664989 0.07 -0.25 -0.02 -1.234
```
Positions in Å, forces in eV/Å.

no.,molar mass (g mol⁻¹)
1,116.18
2,116.18
3,116.18
4,180.25
5,147.16
6,144.27
7,132.25
8,102.18